ORCA calculation (ωB97M-V/def2-TZVPD) on C29H35Ge2N4PdS6 as an isolated structure in a non-equilibrium geometry.

Computed properties:
Spin multiplicity: 2
Total charge: +2
LUMO level (alpha / beta), eV: -9.25 / -9.45
⟨S²⟩: 0.8720
Kohn-Sham gap (alpha / beta), eV: 3.60 / 3.31
Total energy, eV: -218106.5303
HOMO energy (alpha / beta), hartree: -0.472 / -0.469

Structure (XYZ):
```
77
C29H35Ge2N4PdS6 (ωB97M-V/def2-TZVPD)
H -4.0303 2.4713 -4.0971
S -0.5297 4.4350 0.0226
C -2.2264 -0.5038 1.7203
H -2.1911 0.8230 4.2546
C 2.6345 2.8004 4.5892
C -2.2302 4.0214 -0.0624
H 3.2471 -3.1540 -2.7189
H 0.1558 2.8163 -2.1029
H -4.7582 3.2938 1.3736
H -6.4001 3.7088 0.8266
C -1.1922 0.1903 2.4754
H 0.5421 -4.5511 -2.5978
C -2.4051 -1.0151 -4.0092
S -2.3711 6.6794 -0.2648
C 2.9570 2.1455 -4.6687
C -4.2045 -1.8518 1.5781
H 3.3749 4.2412 -4.5250
H 3.7270 2.4098 1.7867
H -1.2458 -0.6636 4.4237
N -0.1691 0.6248 1.8040
C 0.9563 2.6252 -2.8273
S -2.5969 2.3653 -0.1240
C -1.2684 0.3221 3.9610
H -4.7362 -2.4013 -0.4380
C -4.0382 -1.8877 0.2024
H 3.7305 1.9594 -5.3970
H 4.2889 1.5900 3.8940
C 1.7297 3.6748 -3.2869
H -0.9855 -3.9028 -3.1779
N 3.0109 1.9310 2.3113
H -5.1892 0.5424 -5.1179
Pd -0.5370 1.1057 -0.3173
C -5.3721 3.5463 0.5132
C -0.7009 6.1571 -0.2557
C -3.5845 1.4866 -4.0642
C -1.7596 0.0573 -3.4124
S 0.5780 7.1449 -0.4838
C 2.7442 3.4300 -4.1962
C 3.2166 1.6868 3.7260
N 0.9020 1.0873 2.3840
H 0.0677 -2.2782 -5.9195
H -1.8695 2.1627 -2.9754
H -3.4027 -1.0882 3.4145
H 1.3560 -3.4555 -5.6556
H 2.7010 2.5153 5.6336
C -3.6341 -0.8430 -4.6232
H -0.3525 -3.3995 -1.6026
H 3.4730 -1.4421 -3.0846
C 1.1791 1.3271 -3.2759
H 2.3691 0.0944 -4.5657
S 1.7974 1.8587 -0.0369
C -2.9541 -1.2163 -0.3471
C -0.0842 -3.6622 -2.6229
H 1.5445 4.6744 -2.9215
H 2.7071 -1.9266 -1.5673
H -5.3255 2.7622 -0.2379
C 2.8063 -2.1642 -2.6241
H 2.7214 0.7428 3.9686
H -4.1305 -1.6823 -5.0831
C 1.0451 -2.4294 -5.4725
C -4.2292 0.4075 -4.6439
H -5.0294 -2.3589 2.0506
H 3.1699 3.7350 4.4503
C -3.2972 -1.1443 2.3459
C -2.3647 1.3109 -3.4332
H 1.7597 -1.7628 -5.9440
C 2.1843 1.0956 -4.2000
H -2.8003 -1.2012 -1.4198
Ge 1.0070 -2.2280 -3.4887
N -2.0830 -0.5431 0.3827
H 1.5871 2.9541 4.3436
C -3.0976 5.0941 -0.1345
Ge -0.0180 -0.0213 -2.3910
H -1.9429 -1.9925 -4.0088
S -4.8327 5.1273 -0.1870
C 1.8839 1.6076 1.6945
H -0.4140 0.8965 4.3124
```